Entry 1:
{"formula": "C5H12N5O2", "method": "the ωB97M-V functional and the def2-TZVPD basis", "species": ["C", "N", "C", "C", "N", "N", "N", "O", "N", "O", "C", "C", "H", "H", "H", "H", "H", "H", "H", "H", "H", "H", "H", "H"], "positions_angstrom": [[-0.767, 1.060, -2.849], [0.244, 1.136, -1.876], [-0.091, 1.739, -0.592], [0.343, 1.100, 0.691], [0.691, -0.127, 0.650], [0.859, -0.681, 1.872], [-0.467, -1.023, 2.475], [-1.495, -0.461, 2.116], [-0.319, -1.881, 3.364], [-1.503, -2.191, 3.973], [0.606, -0.938, -0.604], [1.084, 0.001, -1.716], [-1.237, 2.029, -3.077], [-0.275, 0.793, -3.757], [-1.499, 0.359, -2.755], [-1.194, 1.937, -0.344], [0.405, 2.752, -0.648], [0.102, 1.680, 1.539], [1.310, -1.608, 2.054], [-1.157, -2.876, 4.607], [-0.421, -1.203, -0.615], [1.461, -1.560, -0.362], [2.186, 0.379, -1.474], [1.135, -0.416, -2.670]], "forces_ev_per_angstrom": [[0.730, 2.207, -1.861], [0.019, 0.416, 2.614], [0.015, 1.844, 0.131], [-1.304, 0.369, -3.444], [0.004, 0.381, 0.752], [-0.489, -1.706, 2.542], [-0.929, -0.006, 0.309], [0.360, 0.506, -0.528], [0.483, -0.312, -0.012], [1.157, -0.580, 0.405], [2.655, 1.759, 0.850], [1.807, 1.495, 1.190], [0.204, -0.156, 0.422], [0.410, -0.098, -0.957], [-2.371, -2.160, 0.959], [1.110, -0.246, -0.796], [-0.703, -0.529, 0.721], [0.600, 0.149, 1.374], [0.345, 1.098, -1.341], [-0.856, 0.778, -0.581], [-0.679, -1.254, -0.510], [-0.746, -1.575, -0.702], [-2.080, -0.961, -0.225], [0.259, -1.419, -1.313]], "lowdin_charge": [-0.07, -0.22, -0.11, 0.07, -0.11, 0.12, -0.31, 0.05, 0.03, 0.04, 0.00, -0.15, 0.12, 0.09, 0.06, 0.18, 0.17, 0.15, 0.17, 0.15, 0.14, 0.14, 0.18, 0.11], "orbital_gap_ev": 8.33, "total_charge": 1, "homo_ha": -0.4691, "de_lowest_kj_mol": 733.4, "lumo_energy_ev": -4.44, "total_energy_ha": -621.4654}

=====

Entry 2:
{"formula": "C5H12N6O9Pd", "method": "the ωB97M-V functional and the def2-TZVPD basis", "species": ["Pd", "C", "O", "O", "O", "C", "O", "O", "O", "C", "O", "N", "N", "H", "H", "H", "H", "C", "O", "N", "N", "H", "H", "H", "H", "C", "O", "N", "N", "H", "H", "H", "H"], "positions_angstrom": [[-6.781, 5.809, 21.226], [-8.667, 4.164, 20.322], [-8.680, 4.620, 21.461], [-7.677, 4.461, 19.688], [-9.644, 3.552, 19.905], [-6.262, 6.939, 23.644], [-7.392, 6.839, 23.110], [-6.205, 7.326, 24.811], [-5.314, 6.653, 22.891], [-5.263, 2.959, 22.475], [-5.680, 3.905, 21.865], [-5.726, 1.754, 22.173], [-4.396, 2.907, 23.409], [-6.415, 1.687, 21.438], [-5.411, 0.939, 22.680], [-4.197, 2.079, 23.952], [-3.854, 3.732, 23.625], [-7.761, 8.643, 19.826], [-7.697, 7.568, 20.369], [-7.941, 9.723, 20.479], [-7.649, 8.730, 18.528], [-8.022, 9.684, 21.485], [-8.105, 10.606, 20.015], [-7.798, 9.552, 17.961], [-7.432, 7.809, 18.173], [-4.527, 7.247, 19.594], [-5.033, 6.182, 19.951], [-4.025, 8.071, 20.491], [-4.459, 7.708, 18.399], [-4.155, 8.059, 21.493], [-3.609, 8.910, 20.114], [-4.731, 7.110, 17.632], [-3.979, 8.583, 18.242]], "forces_ev_per_angstrom": [[-2.585, -1.882, 0.979], [-2.698, -0.538, 0.225], [0.054, 2.214, 5.928], [5.608, 0.860, -5.079], [-2.533, -2.447, -1.924], [-1.613, 0.737, 0.651], [-3.238, -0.155, -1.549], [1.448, 1.028, 3.394], [4.968, -0.274, -1.486], [-3.104, 0.335, -2.984], [0.583, 1.120, -0.251], [-1.204, -3.257, -0.860], [4.756, 1.003, 4.501], [-0.017, 0.037, 0.296], [-0.348, 0.107, -0.419], [-0.178, 0.332, -0.345], [-0.451, 0.109, 0.090], [0.137, -3.347, 0.801], [-0.247, -0.362, -0.016], [-0.922, 5.263, 2.875], [0.457, -0.170, -3.776], [0.006, -0.268, -0.105], [0.098, -0.246, 0.255], [0.133, -0.459, 0.165], [-0.194, 0.281, -0.704], [-1.494, -3.271, 5.073], [1.252, 0.294, -2.137], [1.935, 2.959, 1.277], [0.273, 1.218, -5.455], [-0.638, -1.075, 0.302], [-0.086, 0.029, 0.471], [0.142, 0.241, 0.186], [-0.302, -0.412, -0.378]], "lowdin_spin": [1.47, 0.01, 0.19, 0.10, 0.04, 0.00, 0.08, 0.00, 0.00, 0.01, 0.03, 0.00, 0.00, 0.00, 0.00, 0.00, 0.00, 0.01, 0.03, 0.00, 0.00, 0.00, 0.00, 0.00, 0.00, 0.01, 0.02, 0.00, 0.00, 0.00, 0.00, 0.00, 0.00], "orbital_gap_ev": [3.19, 2.91], "total_charge": -2, "homo_ha": [0.0487, 0.0591], "de_lowest_kj_mol": 0.0, "lumo_energy_ev": [4.52, 4.52], "total_energy_ha": -1331.2705, "s2": 2.006, "multiplicity": 3}

=====

Entry 3:
{"formula": "C5H12NO", "method": "the ωB97M-V functional and the def2-TZVPD basis", "species": ["C", "C", "C", "C", "N", "C", "O", "H", "H", "H", "H", "H", "H", "H", "H", "H", "H", "H", "H"], "positions_angstrom": [[-1.525, 1.596, 1.271], [-0.645, 1.523, 0.039], [0.699, 0.814, 0.329], [0.774, -0.688, 0.400], [-0.060, -1.220, -0.668], [0.847, -2.020, -1.698], [0.806, -3.305, -1.335], [-1.409, 0.740, 1.865], [-2.568, 1.608, 1.144], [-1.381, 2.526, 1.861], [-0.507, 2.632, -0.284], [-1.388, 1.101, -0.641], [1.393, 1.177, -0.475], [1.185, 1.349, 1.191], [0.335, -1.203, 1.259], [1.779, -1.094, 0.506], [-0.679, -2.004, -0.365], [0.516, -1.951, -2.777], [1.830, -1.582, -1.624]], "forces_ev_per_angstrom": [[0.626, 1.805, 1.092], [-1.036, 1.706, 0.288], [1.325, 2.308, -0.588], [-2.140, -1.291, 0.572], [0.738, -0.964, -2.226], [-1.820, -1.695, 0.597], [0.394, -0.258, -0.066], [0.624, -1.187, 1.225], [-1.566, 0.074, -1.065], [0.444, -0.646, 0.104], [0.229, -1.877, 0.223], [1.297, -0.536, -0.848], [-0.482, -0.708, 0.178], [-0.612, -0.582, -0.115], [-0.225, 1.043, 0.907], [0.510, 0.242, -0.821], [1.093, 0.832, -0.076], [-0.288, 0.859, 0.531], [0.892, 0.874, 0.088]], "lowdin_charge": [-0.16, -0.28, -0.23, -0.32, -0.07, -0.54, -0.38, 0.05, 0.04, 0.07, 0.12, 0.08, 0.10, 0.11, 0.10, 0.10, 0.08, 0.06, 0.05], "orbital_gap_ev": 6.16, "total_charge": -1, "homo_ha": -0.0866, "de_lowest_kj_mol": 152.1, "lumo_energy_ev": 3.81, "total_energy_ha": -327.6381}

=====

Entry 4:
{"formula": "C5H12NO", "method": "the ωB97M-V functional and the def2-TZVPD basis", "species": ["C", "O", "C", "N", "H", "H", "H", "H", "H", "H", "C", "C", "C", "H", "H", "H", "H", "H", "H"], "positions_angstrom": [[0.109, -1.593, 0.778], [-0.238, -0.678, -0.150], [-0.372, -1.218, 2.192], [0.025, -2.171, 3.244], [-0.298, -2.625, 0.601], [1.218, -1.763, 0.889], [0.007, -0.218, 2.436], [-1.460, -1.133, 2.175], [0.654, -1.789, 3.930], [-0.737, -2.617, 3.727], [-0.416, 0.897, -2.687], [0.299, 1.746, -1.692], [0.745, 2.978, -1.927], [-1.401, 0.632, -2.301], [-0.509, 1.378, -3.663], [0.101, -0.057, -2.767], [0.424, 1.244, -0.735], [1.258, 3.538, -1.156], [0.592, 3.449, -2.895]], "forces_ev_per_angstrom": [[0.014, 0.105, -0.008], [0.092, -0.147, 0.126], [-0.082, 0.101, 0.293], [0.307, -0.372, -0.019], [0.005, -0.015, -0.024], [-0.068, 0.026, -0.043], [0.026, -0.003, -0.115], [-0.126, 0.040, -0.116], [0.000, 0.115, -0.003], [-0.152, 0.101, -0.035], [-0.045, -0.016, 0.087], [0.025, 0.199, -0.071], [-0.142, -0.239, -0.032], [-0.021, 0.020, 0.025], [0.011, 0.052, -0.084], [0.048, -0.089, -0.065], [-0.010, -0.060, 0.058], [0.041, 0.110, -0.021], [0.075, 0.073, 0.047]], "lowdin_charge": [-0.55, -0.34, -0.31, -0.04, 0.07, 0.08, 0.09, 0.09, 0.03, 0.03, -0.14, -0.25, -0.06, 0.07, 0.05, 0.06, 0.06, 0.02, 0.03], "orbital_gap_ev": 6.58, "total_charge": -1, "homo_ha": -0.0918, "de_lowest_kj_mol": 106.8, "lumo_energy_ev": 4.08, "total_energy_ha": -327.6554}

=====

Entry 5:
{"formula": "C5H12NO", "method": "the ωB97M-V functional and the def2-TZVPD basis", "species": ["C", "N", "C", "C", "C", "C", "O", "H", "H", "H", "H", "H", "H", "H", "H", "H", "H", "H", "H"], "positions_angstrom": [[0.309, -1.134, 2.298], [-0.525, -0.887, 1.121], [-0.225, 0.336, 0.367], [1.225, 0.551, -0.077], [-1.176, 0.310, -0.876], [-0.508, 0.561, -2.283], [-0.050, 1.803, -2.457], [1.330, -0.988, 1.914], [0.178, -0.293, 2.989], [0.300, -2.039, 2.900], [-0.524, -1.687, 0.500], [-0.548, 1.109, 1.072], [1.378, 1.367, -0.777], [1.876, 0.750, 0.785], [1.481, -0.419, -0.494], [-1.745, 1.250, -0.822], [-1.894, -0.508, -0.763], [-1.129, 0.201, -3.135], [0.247, -0.285, -2.262]], "forces_ev_per_angstrom": [[1.489, 1.921, -0.954], [-0.582, -1.453, 0.688], [-0.744, 0.248, -0.571], [0.147, -0.556, 1.315], [-0.484, 2.060, -0.143], [0.678, -1.241, 0.351], [0.075, 0.001, 0.195], [0.392, -0.410, 0.740], [-0.206, -0.075, 0.083], [-0.775, -0.414, -0.574], [0.120, 0.037, -0.023], [0.144, 0.382, -0.256], [-0.516, -0.130, -0.378], [-0.003, -0.173, 0.015], [0.655, 0.056, -0.376], [-0.371, -0.233, 0.280], [0.156, -0.219, -0.300], [-0.750, -0.022, 0.330], [0.573, 0.223, -0.420]], "lowdin_charge": [-0.15, -0.13, -0.41, -0.09, -0.16, -0.58, -0.35, 0.05, 0.07, 0.06, 0.09, 0.12, 0.06, 0.05, 0.07, 0.09, 0.08, 0.07, 0.06], "orbital_gap_ev": 5.99, "total_charge": -1, "homo_ha": -0.0834, "de_lowest_kj_mol": 130.2, "lumo_energy_ev": 3.72, "total_energy_ha": -327.6465}

=====

Entry 6:
{"formula": "C5H12NO", "method": "the ωB97M-V functional and the def2-TZVPD basis", "species": ["C", "C", "C", "O", "N", "C", "C", "H", "H", "H", "H", "H", "H", "H", "H", "H", "H", "H", "H"], "positions_angstrom": [[-0.053, 0.802, 1.514], [-0.193, 0.725, -0.017], [1.198, 1.075, -0.650], [2.232, 0.340, -0.216], [-0.735, -0.518, -0.563], [-0.012, -1.683, -0.040], [-2.162, -0.650, -0.288], [0.754, 0.155, 1.852], [-0.995, 0.631, 2.027], [0.259, 1.836, 1.689], [-0.859, 1.563, -0.288], [1.318, 2.178, -0.455], [1.008, 1.000, -1.755], [-0.266, -1.873, 1.014], [-0.339, -2.574, -0.575], [1.042, -1.482, -0.166], [-2.422, -0.172, 0.669], [-2.386, -1.714, -0.205], [-2.720, -0.092, -1.036]], "forces_ev_per_angstrom": [[0.173, 0.309, -0.628], [0.569, 0.760, 0.035], [-0.072, -0.212, -0.083], [0.019, -0.119, 0.053], [-0.179, -0.432, 0.382], [-0.635, 0.230, -0.150], [0.709, 0.521, 0.400], [-0.093, -0.078, 0.089], [-0.084, -0.173, 0.293], [-0.013, -0.067, 0.291], [-0.145, -0.347, -0.291], [-0.062, 0.118, 0.014], [0.002, 0.072, 0.009], [0.220, 0.061, 0.222], [0.102, -0.094, -0.279], [0.406, -0.071, 0.115], [-0.092, -0.236, 0.194], [-0.490, 0.119, -0.377], [-0.335, -0.361, -0.291]], "lowdin_charge": [-0.09, -0.41, -0.51, -0.35, -0.23, -0.12, -0.13, 0.06, 0.04, 0.07, 0.12, 0.07, 0.08, 0.07, 0.06, 0.06, 0.06, 0.07, 0.07], "orbital_gap_ev": 6.30, "total_charge": -1, "homo_ha": -0.0835, "de_lowest_kj_mol": 83.8, "lumo_energy_ev": 4.03, "total_energy_ha": -327.6641}

=====

> Number 3 is which compound?

C5H12NO

=====

What did the first record say?
{"formula": "C5H12N5O2", "method": "the ωB97M-V functional and the def2-TZVPD basis", "species": ["C", "N", "C", "C", "N", "N", "N", "O", "N", "O", "C", "C", "H", "H", "H", "H", "H", "H", "H", "H", "H", "H", "H", "H"], "positions_angstrom": [[-0.767, 1.060, -2.849], [0.244, 1.136, -1.876], [-0.091, 1.739, -0.592], [0.343, 1.100, 0.691], [0.691, -0.127, 0.650], [0.859, -0.681, 1.872], [-0.467, -1.023, 2.475], [-1.495, -0.461, 2.116], [-0.319, -1.881, 3.364], [-1.503, -2.191, 3.973], [0.606, -0.938, -0.604], [1.084, 0.001, -1.716], [-1.237, 2.029, -3.077], [-0.275, 0.793, -3.757], [-1.499, 0.359, -2.755], [-1.194, 1.937, -0.344], [0.405, 2.752, -0.648], [0.102, 1.680, 1.539], [1.310, -1.608, 2.054], [-1.157, -2.876, 4.607], [-0.421, -1.203, -0.615], [1.461, -1.560, -0.362], [2.186, 0.379, -1.474], [1.135, -0.416, -2.670]], "forces_ev_per_angstrom": [[0.730, 2.207, -1.861], [0.019, 0.416, 2.614], [0.015, 1.844, 0.131], [-1.304, 0.369, -3.444], [0.004, 0.381, 0.752], [-0.489, -1.706, 2.542], [-0.929, -0.006, 0.309], [0.360, 0.506, -0.528], [0.483, -0.312, -0.012], [1.157, -0.580, 0.405], [2.655, 1.759, 0.850], [1.807, 1.495, 1.190], [0.204, -0.156, 0.422], [0.410, -0.098, -0.957], [-2.371, -2.160, 0.959], [1.110, -0.246, -0.796], [-0.703, -0.529, 0.721], [0.600, 0.149, 1.374], [0.345, 1.098, -1.341], [-0.856, 0.778, -0.581], [-0.679, -1.254, -0.510], [-0.746, -1.575, -0.702], [-2.080, -0.961, -0.225], [0.259, -1.419, -1.313]], "lowdin_charge": [-0.07, -0.22, -0.11, 0.07, -0.11, 0.12, -0.31, 0.05, 0.03, 0.04, 0.00, -0.15, 0.12, 0.09, 0.06, 0.18, 0.17, 0.15, 0.17, 0.15, 0.14, 0.14, 0.18, 0.11], "orbital_gap_ev": 8.33, "total_charge": 1, "homo_ha": -0.4691, "de_lowest_kj_mol": 733.4, "lumo_energy_ev": -4.44, "total_energy_ha": -621.4654}